(1)
Below is 5 unconnected molecules or ions with the total composition C36H69N2O7 at a distorted geometry, with properties calculated with ωB97M-V with the def2-TZVPD basis set.

Structure (XYZ):
```
114
Properties=species:S:1:pos:R:3:forces:R:3:lowdin_charge:R:1
C -1.271 -3.734 -0.128 0.2 0.3 0.3 -0.08
C -0.999 -2.232 0.036 0.1 -0.5 0.1 -0.21
C 0.359 -1.804 -0.515 -0.6 0.2 0.7 -0.09
N 0.370 -1.205 -1.894 0.7 -0.6 -0.2 -0.13
C 1.766 -1.540 -2.498 0.1 -0.2 0.1 -0.18
N 1.953 -2.873 -2.941 -0.6 0.1 -0.2 0.07
C -0.664 -1.734 -2.835 -0.6 0.4 -0.8 -0.16
O -1.835 -1.004 -2.728 0.1 -0.4 0.3 -0.11
C -3.012 -1.813 -2.659 -0.4 -0.2 -0.2 -0.14
C -3.478 -2.346 -4.027 0.1 -0.1 0.2 -0.19
O -4.659 -1.774 -4.504 0.1 0.1 0.0 -0.16
C -5.825 -2.126 -3.769 -0.5 0.0 -0.3 -0.26
C -6.795 -2.970 -4.597 -0.1 0.0 0.6 -0.05
C 0.345 0.310 -1.842 -0.1 0.2 0.6 -0.14
O -0.664 0.792 -1.037 0.1 0.1 -0.2 -0.01
C -0.243 1.520 0.090 0.0 -0.1 0.9 -0.19
C -0.607 0.971 1.322 0.2 0.3 -0.1 0.03
C -0.250 1.560 2.534 0.0 0.0 -0.4 -0.24
C -0.644 0.919 3.832 -0.3 -0.4 -0.5 -0.02
C 0.489 2.740 2.484 0.0 -0.1 -0.6 -0.01
C 0.808 3.304 1.251 -0.1 -0.3 0.3 0.00
C 0.454 2.726 0.022 0.0 -0.1 0.0 -0.14
C 0.825 3.452 -1.253 0.2 0.0 -0.2 -0.33
C -0.289 3.468 -2.318 0.1 0.4 0.6 -0.05
C 2.205 3.021 -1.830 -0.4 0.3 0.2 -0.04
H -0.710 -4.278 0.628 0.1 -0.1 0.0 0.08
H -0.947 -4.125 -1.090 -0.2 -0.1 -0.2 0.06
H -2.319 -3.945 0.057 -0.1 -0.2 -0.2 0.08
H -0.949 -2.058 1.108 0.0 0.2 0.1 0.11
H -1.814 -1.617 -0.327 0.0 0.2 -0.2 0.10
H 1.023 -2.664 -0.479 0.1 -0.1 -0.3 0.12
H 0.790 -1.065 0.155 0.1 0.2 -0.1 0.13
H 1.919 -0.840 -3.312 0.1 0.0 -0.1 0.15
H 2.464 -1.319 -1.696 0.0 0.2 0.2 0.14
H 1.669 -3.034 -3.897 0.0 0.0 0.0 0.10
H 1.525 -3.571 -2.348 0.3 -0.1 0.1 0.09
H -0.835 -2.798 -2.704 0.2 -0.1 0.4 0.13
H -0.258 -1.601 -3.840 0.2 0.1 0.0 0.15
H -2.861 -2.663 -1.991 0.3 0.1 0.1 0.11
H -3.785 -1.196 -2.215 -0.1 0.2 0.0 0.14
H -3.577 -3.435 -3.960 -0.1 -0.1 0.0 0.13
H -2.701 -2.146 -4.764 0.0 0.1 -0.1 0.13
H -6.323 -1.196 -3.501 0.0 0.1 0.2 0.12
H -5.591 -2.652 -2.843 0.3 0.0 0.1 0.11
H -7.326 -3.637 -3.921 -0.1 -0.1 0.0 0.07
H -6.283 -3.581 -5.331 0.1 0.0 -0.2 0.08
H -7.549 -2.341 -5.056 0.1 0.0 -0.4 0.07
H 1.306 0.582 -1.415 0.2 0.0 -0.2 0.13
H 0.264 0.666 -2.865 -0.1 -0.1 -0.2 0.14
H -1.192 0.064 1.331 -0.1 -0.1 0.0 0.10
H -1.294 0.073 3.612 -0.1 -0.1 0.1 0.08
H 0.225 0.510 4.334 0.2 0.2 0.3 0.06
H -1.212 1.594 4.464 0.2 0.2 0.2 0.09
H 0.788 3.204 3.410 0.0 0.2 0.1 0.10
H 1.359 4.233 1.226 0.0 0.1 0.0 0.12
H 0.957 4.489 -0.962 -0.1 0.1 0.2 0.12
H -0.305 4.451 -2.779 0.1 0.0 -0.3 0.09
H -1.256 3.354 -1.838 -0.2 -0.2 -0.1 0.09
H -0.147 2.725 -3.093 -0.1 -0.1 -0.1 0.04
H 2.914 3.836 -1.729 0.2 0.1 -0.1 0.08
H 2.112 2.803 -2.891 0.2 -0.2 -0.1 0.07
H 2.626 2.183 -1.284 0.1 -0.2 -0.1 0.07
C -3.645 1.365 -4.014 -0.1 -0.1 0.0 -0.16
C -2.354 1.502 -4.810 0.2 0.1 0.0 -0.17
C -2.857 2.066 -6.132 -0.1 -0.1 0.0 -0.19
O -4.008 2.849 -5.818 0.0 0.0 0.0 -0.13
C -4.417 2.596 -4.473 0.1 0.1 0.0 -0.19
H -3.493 1.335 -2.934 0.0 0.1 0.0 0.11
H -4.168 0.458 -4.314 0.0 0.0 0.0 0.09
H -1.691 2.221 -4.323 -0.1 0.0 -0.1 0.08
H -1.812 0.563 -4.932 0.0 0.0 0.0 0.10
H -3.157 1.264 -6.816 0.1 0.0 0.0 0.12
H -2.122 2.694 -6.637 0.0 0.0 0.0 0.12
H -4.167 3.472 -3.864 0.0 0.0 0.0 0.12
H -5.498 2.455 -4.447 0.0 0.0 -0.1 0.12
C -0.325 6.931 5.596 -0.1 0.0 -0.1 -0.17
C -1.128 6.324 6.743 0.1 0.0 0.1 -0.17
C -1.422 4.929 6.210 -0.1 0.0 -0.1 -0.20
O -0.317 4.576 5.371 0.0 0.0 0.0 -0.17
C 0.487 5.734 5.122 0.1 0.0 0.1 -0.21
H 0.299 7.772 5.893 0.0 0.0 0.0 0.11
H -0.999 7.268 4.805 0.0 0.0 0.0 0.11
H -0.510 6.262 7.641 0.0 0.0 0.0 0.12
H -2.031 6.880 6.990 0.0 0.0 0.0 0.11
H -2.335 4.920 5.605 0.0 0.0 0.0 0.12
H -1.522 4.185 7.000 0.0 0.0 0.0 0.12
H 1.420 5.638 5.687 0.0 0.0 0.0 0.12
H 0.729 5.780 4.058 0.0 0.0 0.0 0.11
C 2.967 -1.851 6.795 0.0 -0.1 -0.1 -0.17
C 4.248 -1.548 6.024 0.0 0.1 0.1 -0.17
C 3.706 -1.213 4.642 0.0 -0.1 -0.1 -0.21
O 2.414 -0.629 4.844 0.0 -0.1 0.0 -0.17
C 2.003 -0.833 6.203 0.0 0.1 0.0 -0.21
H 3.069 -1.754 7.874 0.0 0.0 0.0 0.11
H 2.628 -2.865 6.574 0.0 0.0 0.0 0.11
H 4.747 -0.677 6.454 0.0 0.0 0.0 0.12
H 4.958 -2.373 6.009 0.0 0.0 0.0 0.11
H 3.590 -2.116 4.032 0.1 0.0 0.0 0.11
H 4.335 -0.507 4.099 0.0 0.0 0.0 0.12
H 2.061 0.124 6.730 0.0 0.0 0.0 0.12
H 0.966 -1.172 6.215 0.0 0.0 -0.1 0.11
C 4.670 -4.082 -1.265 0.1 0.1 0.1 -0.19
C 5.969 -4.870 -1.407 0.0 -0.1 0.0 -0.16
C 6.351 -5.100 0.049 0.0 0.1 0.0 -0.19
O 5.121 -5.176 0.780 0.0 0.0 0.0 -0.13
C 4.045 -4.741 -0.042 0.0 -0.1 0.0 -0.22
H 4.031 -4.124 -2.141 0.0 0.0 -0.1 0.08
H 4.894 -3.032 -1.053 0.0 0.0 0.0 0.11
H 5.774 -5.824 -1.901 0.0 0.0 0.0 0.12
H 6.741 -4.348 -1.969 0.0 0.0 0.0 0.11
H 6.938 -4.264 0.444 0.0 0.0 0.0 0.12
H 6.914 -6.020 0.203 0.0 0.0 0.0 0.12
H 3.446 -5.616 -0.326 0.0 0.0 0.0 0.12
H 3.411 -4.061 0.535 0.0 0.0 0.0 0.11
```
Positions in Å, forces in eV/Å.

The energy comes out at -55754.453 eV. For the frontier orbital gap, the calculation gives 8.87 eV. As for the net charge: +1.

(2)
Below is 4 unconnected molecules or ions with the total composition C36H69NO7S2 at a distorted geometry, with properties calculated with ωB97M-V with the def2-TZVPD basis set.

Structure (XYZ):
```
115
Properties=species:S:1:pos:R:3:forces:R:3:lowdin_charge:R:1
C 1.345 -4.400 0.613 2.0 0.8 -4.1 -0.01
C 1.922 -4.199 -0.742 -0.7 -0.7 3.1 -0.16
C 1.153 -3.621 -2.067 -0.6 -0.2 0.5 -0.16
C 0.503 -2.095 -1.851 1.8 -0.6 -0.3 -0.19
C -0.461 -1.836 -3.142 0.3 -2.6 -0.5 -0.31
C -1.962 -2.485 -3.070 -0.8 -0.4 -0.3 -0.14
C -2.450 -3.044 -1.623 -0.8 -1.0 0.7 -0.21
C -4.105 -3.246 -1.493 0.8 0.1 0.5 -0.17
C -4.950 -1.854 -1.670 -0.5 -0.8 -0.9 -0.19
N -5.291 -1.135 -0.384 -2.6 1.7 1.2 -0.18
C -6.663 -0.438 -0.485 1.5 1.5 4.7 -0.06
C -6.954 0.362 0.921 5.1 -4.0 -3.0 -0.07
C -5.595 -0.003 1.760 -0.3 -1.0 -3.0 -0.10
C -4.548 -0.943 0.918 -5.7 2.9 -0.4 -0.03
O -0.581 -0.466 -3.619 0.3 0.4 2.5 -0.35
S -0.936 0.698 -2.455 -1.9 -0.5 2.9 1.09
O -1.713 0.110 -1.212 3.4 1.3 -4.5 -0.43
O 0.622 1.265 -1.923 -1.1 -2.9 0.6 -0.33
C 1.263 0.290 -1.037 2.8 -0.3 1.3 -0.32
C 2.613 1.057 -0.414 -0.4 0.5 -0.2 -0.17
S 2.277 1.333 1.439 -5.7 -3.6 4.0 0.82
O 2.225 -0.046 2.204 1.5 4.3 -3.2 -0.44
O 0.889 1.997 1.710 5.1 -1.0 -1.8 -0.43
C 1.818 -1.069 -1.766 -0.3 -0.2 0.3 -0.18
C 2.576 -0.842 -3.197 -0.1 1.8 -1.1 -0.04
C 4.182 -0.432 -3.056 4.0 -2.9 2.3 -0.27
O 5.076 -1.272 -2.524 -5.7 5.5 -3.5 -0.02
O 4.671 0.908 -3.499 -2.7 -2.7 1.0 -0.01
H 2.039 -4.916 1.436 -1.9 1.4 -1.9 0.08
H 0.266 -4.000 0.822 2.2 -1.1 -0.2 0.06
H 3.060 -4.525 -0.894 -2.8 0.7 0.3 0.10
H 1.858 -3.636 -3.028 -1.4 0.1 2.3 0.12
H 0.265 -4.348 -2.308 1.6 1.3 0.4 0.11
H -0.008 -2.010 -0.802 0.8 -0.3 -2.2 0.13
H 0.075 -2.428 -4.035 -1.0 1.6 1.8 0.16
H -2.705 -1.663 -3.515 1.6 -1.8 1.2 0.12
H -2.040 -3.396 -3.837 0.3 2.0 1.7 0.13
H -2.146 -2.408 -0.691 -0.4 -0.9 -2.1 0.09
H -2.007 -4.136 -1.436 -0.8 2.4 -0.5 0.12
H -4.450 -4.089 -2.252 0.6 2.0 1.5 0.12
H -4.300 -3.650 -0.387 0.3 0.8 -2.5 0.13
H -5.993 -2.158 -2.164 2.3 0.7 1.2 0.13
H -4.476 -1.067 -2.394 -0.5 -1.7 1.3 0.12
H -7.357 -0.468 -1.453 2.1 -0.2 2.4 0.11
H -7.892 1.016 1.170 2.2 -1.5 -0.4 0.08
H -5.432 0.423 2.838 -0.1 -1.1 -2.4 0.08
H -3.489 -1.368 1.174 -2.5 1.0 -0.8 0.11
H 0.639 -0.032 -0.101 0.7 0.7 -2.0 0.15
H 3.578 0.397 -0.461 -1.8 1.4 0.0 0.12
H 2.718 2.121 -0.891 0.0 -2.0 0.9 0.13
H 3.305 2.087 2.033 -0.6 -0.4 -0.9 0.09
H 2.639 -1.522 -1.026 -2.1 0.7 -1.5 0.16
H 2.450 -1.749 -3.958 0.6 1.9 2.0 0.14
H 2.076 0.090 -3.751 0.9 -2.1 1.2 0.12
H 3.896 1.514 -3.717 1.2 -1.4 0.3 0.12
C 2.715 -7.171 -2.515 -0.2 -0.1 -0.1 -0.11
C 3.132 -7.655 -1.135 0.0 0.1 0.2 -0.27
C 4.612 -7.408 -0.828 0.0 -0.1 0.1 -0.23
C 5.603 -8.135 -1.743 0.0 0.1 -0.1 -0.23
C 5.461 -9.658 -1.787 0.1 0.1 -0.1 -0.28
C 5.708 -10.327 -0.444 -0.1 -0.2 0.0 -0.12
H 3.242 -7.709 -3.308 0.0 0.1 0.0 0.07
H 1.642 -7.333 -2.660 0.1 0.1 -0.1 0.07
H 2.913 -6.101 -2.631 0.0 -0.1 0.0 0.05
H 2.889 -8.717 -1.027 0.1 0.1 0.0 0.10
H 2.531 -7.125 -0.385 0.1 -0.1 -0.1 0.09
H 4.805 -7.689 0.214 0.0 0.0 -0.1 0.10
H 4.812 -6.331 -0.890 0.0 -0.1 0.0 0.10
H 6.621 -7.882 -1.417 -0.1 0.0 0.0 0.11
H 5.511 -7.745 -2.763 0.0 0.0 0.1 0.10
H 6.187 -10.052 -2.509 -0.1 0.1 0.0 0.10
H 4.471 -9.940 -2.163 0.1 0.1 0.0 0.10
H 6.708 -10.090 -0.068 -0.1 0.0 0.0 0.08
H 5.632 -11.414 -0.545 0.0 0.1 0.1 0.07
H 4.974 -10.012 0.304 0.1 0.0 0.0 0.07
C -1.771 3.491 -0.441 0.1 0.2 -0.1 -0.10
C -1.917 3.420 1.071 0.0 -0.3 0.2 -0.25
C -3.326 3.031 1.527 0.0 0.0 0.0 -0.22
C -4.437 4.012 1.136 0.0 0.0 -0.1 -0.22
C -4.249 5.448 1.629 -0.1 -0.1 -0.1 -0.27
C -4.227 5.569 3.145 0.1 0.2 0.1 -0.12
H -2.410 4.266 -0.873 0.0 -0.1 0.0 0.07
H -0.736 3.729 -0.707 -0.1 0.0 0.0 0.07
H -2.026 2.532 -0.903 -0.1 0.2 0.1 0.03
H -1.619 4.376 1.516 0.0 0.0 0.0 0.08
H -1.212 2.672 1.453 -0.2 0.2 -0.1 0.08
H -3.319 2.904 2.615 0.0 0.0 -0.1 0.10
H -3.573 2.046 1.111 0.0 0.1 0.0 0.09
H -5.389 3.625 1.523 0.1 0.0 0.0 0.10
H -4.543 4.027 0.045 0.0 0.0 0.1 0.10
H -5.077 6.057 1.245 0.1 0.0 0.0 0.10
H -3.333 5.880 1.212 0.0 -0.1 0.0 0.10
H -5.152 5.179 3.581 0.1 0.0 0.0 0.07
H -4.131 6.619 3.437 0.0 -0.1 0.1 0.07
H -3.384 5.025 3.580 -0.1 0.0 0.0 0.06
C -0.510 9.964 3.547 -0.2 0.0 0.0 -0.12
C 0.288 8.969 4.376 0.2 0.0 0.0 -0.27
C 1.536 8.447 3.659 0.1 -0.1 0.1 -0.23
C 1.273 7.661 2.370 -0.1 0.1 -0.1 -0.23
C 0.366 6.437 2.519 0.1 0.1 -0.2 -0.27
C 0.938 5.370 3.439 -0.2 -0.1 0.1 -0.11
H -0.903 9.506 2.635 0.0 0.1 0.0 0.07
H -1.363 10.335 4.125 0.1 0.0 -0.1 0.07
H 0.107 10.823 3.267 -0.1 -0.1 0.0 0.07
H -0.359 8.138 4.678 0.1 0.0 0.0 0.10
H 0.604 9.465 5.302 0.0 -0.1 -0.1 0.10
H 2.104 7.821 4.357 0.0 0.0 -0.1 0.10
H 2.188 9.296 3.419 -0.1 0.0 0.0 0.11
H 2.239 7.339 1.960 -0.1 0.0 0.0 0.11
H 0.838 8.330 1.618 0.0 0.0 0.1 0.10
H 0.216 5.996 1.527 0.0 0.1 0.1 0.10
H -0.627 6.737 2.875 0.1 0.0 0.0 0.10
H 1.913 5.027 3.080 0.0 0.0 0.1 0.07
H 0.267 4.506 3.475 0.2 0.0 0.0 0.06
H 1.056 5.740 4.462 0.0 0.0 -0.1 0.07
```
Positions in Å, forces in eV/Å.

The energy comes out at -75928.597 eV. For the frontier orbital gap, the calculation gives 7.56 eV.